1.
Entry from the OMol25 dataset: an isolated molecule of C2H2N2O2S (ωB97M-V with the def2-TZVPD basis set).

Last column: natural (NBO) charge in e.
Cartesian coordinates (Å):
1 C -1.125 -0.547 1.077  0.820
2 N 0.273 -0.702 1.461  -0.514
3 O -1.132 0.069 -0.193  -0.345
4 H 0.385 1.710 -2.278  0.119
5 N 0.185 0.386 -0.490  -0.279
6 H 2.018 -0.221 0.448  0.225
7 S 0.564 0.400 -2.126  0.255
8 O -2.091 -0.896 1.644  -0.531
9 C 0.924 -0.200 0.456  0.250

Its highest occupied orbital energy is -10.1 eV. Its energy above the lowest of the compared OMol25 structures with the same formula, charge and spin is 150.7 kJ/mol. The value obtained for the LUMO energy is 0.2 eV. Its SMILES is O=c1ncn(S)o1. The calculation puts the total energy at -735.52989 Ha. As for the charge: 0. The value obtained for the max |F| is 2.7 eV/Å.



2.
Entry from the OMol25 dataset: the ion CH5N2O with charge -1 (ωB97M-V with the def2-TZVPD basis set).

Last column: natural (NBO) charge in e.
Cartesian coordinates (Å):
1 C 0.187 0.836 -0.240  -0.411
2 H 0.453 0.668 0.801  0.144
3 H -1.330 -1.854 0.463  0.363
4 O -1.988 0.493 -0.021  -0.895
5 H 0.138 -1.077 0.821  0.307
6 H 1.271 0.912 -0.839  0.105
7 H -0.244 1.899 -0.298  0.224
8 N -0.464 -1.396 0.076  -0.718
9 N -0.693 -0.238 -0.735  -0.120

Its highest occupied orbital energy is -2.2 eV. Its energy above the lowest of the compared OMol25 structures with the same formula, charge and spin is 447.0 kJ/mol. The value obtained for the LUMO energy is 4.9 eV. Its SMILES is CN(N)[O-]. The calculation puts the total energy at -225.70207 Ha. As for the charge: -1. The value obtained for the max |F| is 4.9 eV/Å.



Number 2 is which compound?
CH5N2O